The following is a DFT calculation (ωB97M-V/def2-TZVPD) of a 8-piece molecular cluster, C27H75N5O10 overall.

Summary:
Electronic energy   -57132.22435 eV
Maximum force   3.38 eV Å⁻¹
LUMO level   0.2699 eV
HOMO-LUMO gap   9.6028 eV
Energy above the lowest of the compared OMol25 structures with the same formula, charge and spin   906.4 kJ/mol
SMILES   COC[C@H](C)N.COC[C@H](C)N.COC[C@H](C)N.COC[C@H](C)N.COC[C@H](C)N.CC(C)O.OCCO.OCCO

XYZ file:
```
117
Properties=species:S:1:pos:R:3:mulliken_charge:R:1
O -6.274 6.184 1.570 -0.3039
O -1.448 -0.045 -7.237 -0.4836
O -1.744 6.956 -7.056 -0.5259
O -2.475 -2.779 -7.137 -0.5427
O 0.610 0.672 -1.816 -0.5455
O -3.124 -6.368 2.204 -0.4515
O 6.441 -2.690 5.683 -0.3111
O -0.752 7.955 -4.724 -0.5118
O 5.974 3.105 4.794 -0.3193
O 4.681 -4.726 -4.162 -0.3558
N 7.611 -2.193 2.120 -0.7540
N -5.135 -5.309 0.943 -0.7288
N -8.761 8.406 -0.173 -0.7523
N 2.552 -7.235 -5.877 -0.7113
N 3.084 4.160 6.674 -0.7125
C -6.088 -4.120 2.715 -1.4509
C -7.878 7.942 0.948 0.4966
C -3.252 -1.661 -7.652 -0.4009
C -1.594 0.072 -1.205 -1.2804
C -1.963 -5.676 1.699 -0.7253
C 6.624 3.602 3.622 -0.7529
C -7.362 6.460 0.697 -0.6642
C 4.731 3.763 5.070 -0.6186
C 4.050 3.227 6.285 0.6398
C 4.268 -5.725 -5.129 -0.7034
C -1.361 6.680 -4.567 -0.3956
C -5.718 4.902 1.546 -0.7145
C 5.528 -3.370 2.741 -1.3055
C 2.313 -6.579 -3.609 -1.4635
C -4.809 -4.624 2.186 0.5356
C 7.280 -2.694 4.541 -0.6751
C 0.483 -0.245 0.429 -1.2774
C 6.980 -3.205 6.935 -0.8104
C -3.899 -5.500 3.042 -0.5208
C 2.792 -6.145 -4.989 0.5734
C -2.300 6.450 -5.839 -0.3362
C -8.670 8.125 2.257 -1.4581
C -2.302 -0.567 -8.238 -0.2817
C -0.189 0.554 -0.725 0.5337
C 6.562 -2.255 3.171 0.5412
C 4.216 -3.415 -4.509 -0.6882
C 3.326 1.878 6.052 -1.4365
H 0.139 1.290 -2.380 0.3148
H -6.995 6.218 -0.301 0.3914
H -5.220 4.854 0.577 0.3003
H -2.561 -3.627 -7.578 0.2908
H -3.188 -5.007 3.705 0.3364
H -0.164 1.599 -0.416 0.1974
H 0.376 -1.329 0.422 0.3183
H -6.450 4.145 1.827 0.2907
H -8.224 5.820 0.887 0.2458
H 7.645 -2.608 7.559 0.3116
H 2.431 -5.783 -2.874 0.3126
H -3.183 7.065 -5.665 0.2929
H -2.992 0.234 -8.506 0.2714
H 4.417 -5.367 -6.148 0.3479
H 4.893 -3.201 1.871 0.3754
H -4.243 -5.770 0.828 0.3141
H 3.897 1.012 5.719 0.2960
H -7.032 8.626 0.884 0.3276
H 2.626 3.656 7.419 0.2560
H -4.212 -3.775 1.853 0.1510
H 6.151 3.176 2.738 0.3110
H 1.821 -7.741 -5.398 0.2718
H -9.704 8.200 0.125 0.2778
H -9.431 7.345 2.220 0.3623
H -6.480 -3.382 2.015 0.3598
H 7.639 -4.062 6.797 0.3236
H -2.047 0.755 -1.924 0.3939
H -9.198 9.079 2.278 0.3863
H -1.784 -1.008 -9.090 0.2397
H 4.556 -3.145 -5.509 0.2929
H 4.889 -3.571 3.601 0.2865
H 1.516 0.028 0.643 0.3238
H -1.454 -6.373 1.032 0.2920
H -3.931 -1.995 -8.436 0.3362
H -5.763 -6.082 1.107 0.2480
H -6.075 -3.537 3.636 0.3744
H -8.860 9.410 -0.154 0.2670
H 4.977 4.807 5.267 0.2900
H 3.402 5.030 7.076 0.2390
H -4.953 4.942 2.321 0.2298
H 3.132 -3.406 -4.627 0.2773
H -2.022 6.606 -3.704 0.2889
H -1.117 -0.826 -6.787 0.3150
H 7.313 -1.995 1.175 0.2470
H 7.493 -3.750 4.376 0.2842
H 2.076 -5.407 -5.351 0.1497
H 4.049 3.710 4.222 0.3269
H -0.467 7.885 -5.638 0.3349
H 8.256 -2.257 4.751 0.3397
H -1.501 -0.851 -1.777 0.3377
H 2.892 -7.464 -3.342 0.3454
H -2.396 0.114 -0.468 0.3310
H -4.529 -6.199 3.592 0.3084
H 2.710 1.586 6.903 0.3605
H 3.314 -7.897 -5.823 0.2858
H -1.362 -5.395 2.563 0.3409
H 8.163 -1.359 2.259 0.2344
H -3.864 -1.410 -6.785 0.2551
H 6.746 4.681 3.716 0.2931
H -6.879 -4.864 2.808 0.3263
H 4.740 3.039 7.108 0.2086
H 6.125 -1.274 3.354 0.2657
H -2.147 -4.918 0.938 0.2898
H -2.610 5.405 -5.884 0.2735
H 6.114 -3.622 7.448 0.2762
H 1.262 -6.866 -3.565 0.4218
H 4.865 -6.596 -4.860 0.3753
H 2.640 2.001 5.213 0.3504
H -0.170 -0.050 1.279 0.3530
H 4.538 -2.649 -3.804 0.2688
H -2.472 7.511 -7.345 0.3328
H -0.588 5.931 -4.396 0.2468
H -8.121 7.989 3.188 0.3174
H 6.067 -4.287 2.503 0.3701
H 7.510 2.990 3.454 0.2688
```

The following is a DFT calculation (ωB97M-V/def2-TZVPD) of a 9-piece molecular cluster, C27H78N12O9 overall.

Summary:
Electronic energy   -65572.24974 eV
Maximum force   2.17 eV Å⁻¹
LUMO level   0.1712 eV
HOMO-LUMO gap   8.6042 eV
Energy above the lowest of the compared OMol25 structures with the same formula, charge and spin   36.8 kJ/mol
SMILES   COC[C@H](C)N.COC[C@H](C)N.COC[C@H](C)N.COC[C@H](C)N.COC[C@H](C)N.COC[C@H](C)N.NC(N)=O.NC(N)=O.NC(N)=O

XYZ file:
```
126
Properties=species:S:1:pos:R:3:mulliken_charge:R:1
O -2.155 -2.599 -0.362 -0.1721
O 3.491 4.143 -0.489 -0.6243
O -4.120 5.866 -3.468 -0.3790
O -0.732 -8.733 -0.100 -0.3312
O -4.088 1.095 -3.972 -0.3499
O 1.326 0.699 -0.039 -0.7033
O 3.414 1.927 5.403 -0.3410
O -0.256 4.629 2.539 -0.4074
O 3.518 -5.664 -0.894 -0.2239
N -1.418 -1.189 -2.884 -0.7566
N 3.083 -2.976 0.196 -0.4072
N -3.495 -1.845 1.309 -0.4281
N 3.407 4.362 -2.755 -0.4592
N 2.557 2.485 -1.750 -0.0680
N -1.447 3.686 5.924 -0.7506
N -4.382 -2.293 -0.750 -0.3969
N -4.405 3.233 -2.026 -0.5628
N -0.910 0.475 0.382 0.0702
N 0.507 -1.327 0.507 -0.0439
N -0.075 -5.140 0.088 -0.5759
N 3.370 1.603 1.774 -0.6375
C 4.326 -6.770 -1.178 -0.8860
C -4.641 6.900 -2.685 -0.7425
C 3.817 -4.505 -1.663 -1.0942
C -0.707 -6.369 -0.429 0.4689
C 3.748 2.254 4.062 -0.9716
C 2.973 1.301 3.143 1.9557
C -1.305 1.139 -3.549 -1.1303
C -3.277 -2.270 0.034 0.4476
C -3.062 5.166 -2.826 -0.5571
C -0.135 -7.529 0.364 -0.7109
C 3.189 3.658 -1.576 0.6515
C 4.177 2.568 6.379 -0.7315
C 0.346 -0.017 0.261 0.4229
C 3.272 -0.159 3.446 -1.2452
C 0.707 4.106 1.658 0.1129
C -3.552 4.351 -1.615 0.5025
C -0.448 -9.838 0.750 -0.7547
C 2.803 -2.226 -2.128 -1.4644
C 0.824 4.508 5.592 -1.4155
C -2.211 0.028 -3.026 1.6422
C -3.474 -0.177 -3.884 -1.0800
C 2.857 -3.435 -1.169 1.1483
C -4.506 1.416 -5.296 -0.9252
C -0.587 3.739 3.575 -0.1863
C -0.562 4.352 4.962 0.5182
C -2.366 3.732 -0.871 -1.2453
C -0.437 -6.415 -1.934 -1.2128
H 4.226 2.045 7.335 0.2649
H -0.260 -1.976 0.621 0.0807
H 2.304 -2.571 -3.031 0.4215
H 4.290 -0.373 3.793 0.3803
H 1.846 -3.832 -1.270 -0.4834
H 1.898 1.418 3.333 -0.7198
H -1.001 1.474 0.313 -0.1255
H -4.292 -2.609 -1.697 0.2593
H 4.830 2.197 3.939 0.5410
H 1.511 5.065 4.945 0.2979
H -1.980 -1.798 -2.288 0.1887
H -5.210 3.669 -2.488 0.3705
H 3.824 -2.290 0.260 0.2505
H 5.318 -6.487 -1.561 0.3567
H 0.966 4.798 0.860 0.3512
H -1.248 -9.889 1.494 0.2599
H -0.955 -5.596 -2.440 0.3527
H -2.308 5.923 -2.568 0.4047
H -5.269 0.709 -5.631 0.2933
H 3.671 5.326 -2.702 0.2225
H 2.309 -1.379 -1.647 0.1560
H 3.333 3.241 3.820 0.2265
H 3.788 -1.794 -2.334 0.4128
H -0.878 -7.301 -2.410 0.3818
H -1.650 4.530 -0.630 0.3566
H -0.561 -4.361 -0.336 0.1524
H -2.603 0.330 -2.044 0.0886
H -3.199 -0.679 -4.817 0.5214
H -2.572 4.511 -3.549 0.1767
H 0.234 3.250 1.145 -0.2575
H 2.571 1.396 1.162 0.1127
H -5.239 7.608 -3.258 0.2913
H -2.824 -1.740 2.043 0.2167
H -1.750 -6.209 -0.153 0.3424
H 0.951 -7.669 0.319 0.2954
H 2.347 1.966 -2.578 0.2359
H 3.201 -0.717 2.508 0.1231
H 3.251 -3.801 0.762 0.2191
H -5.304 -2.216 -0.365 0.1517
H 3.143 3.939 -3.620 0.1435
H 1.320 3.532 5.588 0.2882
H -2.615 3.352 0.123 0.3401
H 1.600 3.664 2.109 0.1101
H -3.649 1.429 -5.972 0.3505
H 4.860 -4.205 -1.501 0.4637
H 0.474 -9.661 1.316 0.3300
H 3.965 -7.379 -2.018 0.3019
H 1.393 -1.822 0.495 0.0738
H -4.196 -0.816 -3.363 0.0996
H 3.682 -4.787 -2.715 0.3558
H 2.667 -0.645 4.213 0.3569
H 0.000 2.810 3.576 -0.0647
H -1.432 4.309 6.727 0.2854
H 3.515 2.590 1.559 0.2935
H -4.943 2.414 -5.269 0.2891
H -0.633 -1.033 -2.256 -0.0219
H -0.919 5.378 4.777 0.1234
H -4.045 2.677 -2.807 0.1698
H -2.423 3.686 5.641 0.2669
H 2.233 2.015 -0.903 0.0883
H -1.767 2.123 -3.637 0.0395
H -1.804 2.958 -1.396 -0.1023
H -4.035 5.006 -0.894 0.4914
H 4.489 -7.385 -0.298 0.2643
H -4.428 -1.535 1.516 0.1264
H -0.398 -7.295 1.403 0.3680
H 0.918 -5.090 -0.088 0.2559
H 0.799 5.027 6.547 0.4409
H -5.240 6.560 -1.835 0.2891
H -0.362 1.142 -3.003 0.1009
H -0.304 -10.727 0.143 0.2528
H -1.606 3.367 3.386 0.1937
H 5.219 2.681 6.057 0.3281
H -1.033 0.964 -4.599 0.4031
H -1.566 -0.064 0.912 0.0144
H 3.831 3.580 6.622 0.2546
H 0.626 -6.413 -2.172 0.1622
H -3.858 7.541 -2.253 0.3334
```

Which of these has the lowest maximum force?
C27H78N12O9

Among the records above, which one has the lowest LUMO level?
C27H78N12O9

Look up the maximum force of the second one.
2.17 eV Å⁻¹

The lowest energy above the lowest of the compared OMol25 structures with the same formula, charge and spin belongs to which entry?
C27H78N12O9